Computed, not measured: C41H63AsGeO3P3RbS4Se as an isolated structure, with ωB97M-V/def2-TZVPD.

The value obtained for the energy relative to the best compared isomer or geometry (same formula, charge and spin) is 0.191 eV. As for the total energy: -304252.077 eV. For the molar mass, the calculation gives 1137.102 u. As for the charge: -2.

Geometry (Å):
1 Rb 0.4826 -0.0200 0.0863
2 S 3.5704 2.9901 -1.8657
3 As 2.8158 2.9599 0.1382
4 S 3.2957 0.9694 1.0546
5 S 0.6131 3.1045 0.0709
6 S 3.6190 4.5557 1.3229
7 O -0.4221 -0.5154 2.7438
8 P 0.7551 -0.8403 3.6107
9 C 1.9062 -1.9354 2.7252
10 P 1.1177 -3.2229 1.7186
11 O 0.6483 -2.8183 0.3649
12 C 2.3659 -4.5341 1.5968
13 C 2.5036 -5.1300 0.3467
14 C 3.4287 -6.1479 0.1566
15 C 4.2186 -6.5743 1.2129
16 C 4.0911 -5.9795 2.4607
17 C 3.1702 -4.9598 2.6495
18 C -0.2649 -3.9338 2.6543
19 C -1.5350 -3.4747 2.3194
20 C -2.6559 -3.9828 2.9589
21 C -2.5088 -4.9443 3.9480
22 C -1.2445 -5.3979 4.2967
23 C -0.1253 -4.8987 3.6461
24 C 1.6477 0.5757 4.1936
25 C 2.7606 0.4713 5.0265
26 C 3.4764 1.6110 5.3489
27 C 3.0768 2.8461 4.8491
28 C 1.9606 2.9536 4.0387
29 C 1.2562 1.8112 3.6891
30 C 0.2358 -1.7931 5.0769
31 C -1.1218 -1.7940 5.3780
32 C -1.5932 -2.4780 6.4913
33 C -0.7122 -3.1692 7.3095
34 C 0.6441 -3.1776 7.0124
35 C 1.1130 -2.4921 5.9016
36 H 2.6280 -2.3832 3.4114
37 H 2.4832 -1.2846 2.0357
38 H 1.8937 -4.7674 -0.4719
39 H 3.5399 -6.5975 -0.8218
40 H 4.9457 -7.3624 1.0623
41 H 4.7180 -6.2991 3.2836
42 H 3.0940 -4.4929 3.6254
43 H -1.6313 -2.6990 1.5716
44 H -3.6388 -3.6168 2.6893
45 H -3.3820 -5.3369 4.4554
46 H -1.1284 -6.1409 5.0759
47 H 0.8561 -5.2706 3.9132
48 H 3.0886 -0.4898 5.4079
49 H 4.3652 1.5326 5.9640
50 H 3.6710 3.7298 5.0441
51 H 1.7078 3.9000 3.5799
52 H 0.4427 1.8886 2.9805
53 H -1.7989 -1.2603 4.7218
54 H -2.6537 -2.4760 6.7126
55 H -1.0802 -3.7051 8.1762
56 H 1.3380 -3.7165 7.6465
57 H 2.1750 -2.5099 5.6839
58 C 0.6942 -1.9405 -5.4766
59 C -0.2728 -0.7699 -5.2931
60 C -1.6868 -1.2172 -5.6634
61 P -0.1830 -0.1982 -3.5252
62 C -1.2937 1.2977 -3.4203
63 C -1.3583 2.2265 -4.6294
64 C -2.7031 0.9079 -2.9586
65 C 1.5205 0.5312 -3.3912
66 C 2.1514 1.1447 -4.6393
67 C 2.5198 -0.4520 -2.7726
68 H 0.6367 -2.3281 -6.4995
69 H 0.4390 -2.7556 -4.7924
70 H 1.7269 -1.6550 -5.2776
71 H 0.0307 0.0459 -5.9559
72 H -2.0519 -1.9638 -4.9503
73 H -1.6963 -1.6710 -6.6604
74 H -2.3942 -0.3894 -5.6665
75 H -0.8328 1.8530 -2.5917
76 H -1.6610 1.6933 -5.5375
77 H -0.4063 2.7155 -4.8171
78 H -2.0945 3.0142 -4.4525
79 H -3.2829 0.4432 -3.7597
80 H -3.2463 1.8030 -2.6377
81 H -2.6809 0.2074 -2.1212
82 H 1.4105 1.3498 -2.6631
83 H 2.3918 0.3797 -5.3867
84 H 3.0750 1.6398 -4.3303
85 H 1.5221 1.8951 -5.1119
86 H 2.9360 -1.1453 -3.5121
87 H 2.0825 -1.0594 -1.9790
88 H 3.3379 0.1283 -2.3353
89 C -1.5249 -3.7483 -2.0757
90 C -3.0127 -3.5005 -1.9404
91 O -3.3125 -2.3951 -1.0947
92 H -1.3413 -4.5787 -2.7638
93 H -1.0773 -3.9956 -1.1090
94 H -1.0206 -2.8557 -2.4521
95 H -3.5179 -4.4011 -1.5673
96 H -3.4529 -3.2579 -2.9099
97 H -2.6593 -2.3820 -0.3857
98 C -4.3154 6.2346 -0.5258
99 Ge -2.8435 4.9653 -0.1556
100 C -1.8020 4.7019 -1.7694
101 C -1.8508 5.7260 1.3354
102 C -3.8778 3.3313 0.2333
103 Se -3.0445 1.6436 0.7331
104 C -2.2437 2.2538 2.3943
105 H -3.9107 7.2124 -0.7985
106 H -4.9219 6.3559 0.3758
107 H -4.9644 5.8931 -1.3357
108 H -1.4223 5.6493 -2.1556
109 H -2.4246 4.2316 -2.5328
110 H -0.9443 4.0687 -1.5266
111 H -1.5884 6.7532 1.0710
112 H -0.9284 5.1640 1.4950
113 H -2.4587 5.7395 2.2431
114 H -4.4375 3.1287 -0.6847
115 H -4.6200 3.5546 1.0039
116 H -1.4323 2.9377 2.1565
117 H -1.8288 1.3793 2.8909
118 H -3.0043 2.7189 3.0211

Forces on the atoms, in the same order (eV/Å):
Rb -0.3 0.3 -0.4
S 0.0 0.0 -0.2
As 0.1 -0.2 0.2
S 0.1 0.1 0.0
S 0.0 0.0 0.2
S 0.0 0.0 0.2
O 0.1 -0.2 0.3
P -0.4 -0.1 -0.3
C 0.2 0.1 -0.1
P 0.0 -0.1 0.0
O 0.1 0.0 0.2
C 0.0 0.0 0.0
C 0.0 0.0 0.0
C -0.1 0.0 0.0
C 0.0 0.0 0.0
C 0.0 0.0 0.0
C 0.1 0.0 0.1
C 0.0 0.0 0.0
C -0.1 0.0 0.0
C 0.0 0.0 0.0
C 0.0 0.0 0.0
C 0.0 0.0 0.0
C 0.0 0.0 0.0
C 0.1 0.1 0.1
C 0.0 0.1 0.0
C 0.0 0.0 0.0
C 0.1 0.0 0.0
C 0.1 0.0 -0.2
C 0.0 0.1 0.0
C 0.0 0.0 0.0
C 0.0 0.0 0.0
C 0.0 0.0 0.0
C 0.0 0.0 0.0
C 0.0 0.0 0.0
C 0.1 -0.1 0.0
H 0.0 0.0 0.0
H -0.1 0.1 0.0
H 0.0 0.0 0.0
H 0.0 0.0 0.0
H 0.0 0.0 0.0
H 0.0 0.0 0.0
H 0.0 0.0 0.0
H 0.0 0.0 0.0
H 0.0 0.0 0.0
H 0.0 0.0 0.0
H 0.0 0.0 0.0
H 0.0 0.0 0.0
H 0.0 0.0 0.0
H 0.0 0.0 0.0
H 0.0 0.0 0.0
H 0.0 0.0 0.0
H 0.0 0.0 0.0
H 0.0 0.0 0.0
H 0.0 0.0 0.0
H 0.0 0.0 0.0
H 0.0 0.0 0.0
H 0.0 0.0 0.0
C 0.0 0.0 0.0
C -0.1 0.0 0.0
C 0.0 0.0 0.0
P 0.0 0.0 0.1
C 0.0 0.0 0.1
C 0.0 -0.1 -0.1
C 0.0 0.0 0.0
C 0.0 0.0 0.0
C 0.0 0.0 0.0
C 0.1 0.0 0.1
H 0.0 0.0 0.0
H 0.0 0.0 0.0
H 0.0 0.0 0.0
H 0.0 0.0 0.0
H 0.0 0.0 0.0
H 0.0 0.0 0.0
H 0.0 0.0 0.0
H 0.0 0.0 0.0
H 0.0 0.0 0.0
H 0.1 0.0 0.0
H 0.0 0.0 0.0
H 0.0 0.0 -0.1
H 0.0 0.0 0.0
H 0.0 0.0 0.0
H 0.0 0.0 0.0
H 0.0 0.1 0.0
H 0.0 0.0 0.0
H -0.1 0.1 0.0
H -0.1 0.0 0.0
H 0.0 -0.1 0.0
H 0.0 0.0 0.0
C 0.0 0.0 0.0
C 0.0 0.0 0.0
O 0.0 -0.1 0.1
H 0.0 0.0 0.0
H 0.0 0.0 0.0
H 0.0 0.0 0.0
H 0.0 0.0 0.0
H 0.0 0.0 0.0
H 0.0 0.1 -0.1
C 0.0 0.1 0.0
Ge 0.0 0.0 -0.2
C 0.0 0.0 0.0
C 0.1 -0.1 0.0
C -0.1 0.0 0.1
Se 0.1 0.0 0.1
C 0.0 0.0 -0.1
H 0.0 0.0 0.0
H 0.0 0.0 0.0
H 0.0 0.0 0.0
H 0.0 0.0 0.0
H 0.0 0.0 0.0
H 0.0 0.0 -0.1
H 0.0 0.0 0.1
H 0.0 0.0 0.0
H 0.0 0.0 0.0
H 0.0 -0.1 0.0
H 0.0 0.0 0.0
H 0.0 0.1 0.0
H 0.0 0.0 0.0
H 0.0 0.0 0.0